1.
A structure of composition C3H7ClN2O. Source: the OMol25 dataset; level of theory: wB97M-V/def2-TZVPD.

Each line ends with the Löwdin charge.
Atoms and positions in Å:
1 C 0.57 2.19 -0.20  -0.151
2 C 0.45 -0.34 0.13  -0.466
3 C -0.83 -0.78 0.74  -0.443
4 H -0.69 2.76 0.02  0.145
5 H 0.61 2.05 -1.62  0.182
6 H 1.34 2.84 0.47  0.102
7 H -1.01 -1.90 1.18  0.139
8 H -0.96 -0.04 1.70  0.112
9 H 2.87 -0.19 0.12  0.107
10 H 3.06 -1.74 -0.30  0.158
11 N 1.22 -1.29 -0.09  -0.029
12 N 2.37 -0.84 -0.57  -0.024
13 O 0.95 1.00 0.61  -0.230
14 Cl -2.30 -0.20 -0.34  0.398

The HOMO-LUMO gap comes out at 10.1 eV. Its net charge is 0. The value obtained for the total energy is -763.21527 a.u.


2.
An isolated molecule of C25H34N4O4S. Source: the OMol25 dataset; level of theory: wB97M-V/def2-TZVPD.

Each line ends with the Löwdin charge.
Atoms and positions in Å:
1 C 0.78 6.03 0.26  -0.083
2 O -0.25 5.15 0.62  -0.085
3 C 0.05 4.06 1.38  -0.280
4 C 1.33 3.70 1.79  -0.015
5 C 1.52 2.57 2.56  -0.023
6 C 0.44 1.77 2.94  -0.240
7 C 0.70 0.49 3.69  -0.053
8 C 1.20 -0.47 2.62  -0.464
9 O 2.37 -0.70 2.44  0.093
10 N 0.19 -0.95 1.85  0.133
11 C 0.27 -1.43 0.54  -0.132
12 C 1.40 -1.23 -0.24  0.012
13 C 1.35 -1.51 -1.60  -0.265
14 S 2.71 -0.96 -2.62  0.670
15 O 3.96 -1.17 -1.95  -0.272
16 O 2.53 -1.49 -3.94  -0.286
17 N 2.47 0.69 -2.72  -0.231
18 C 1.28 1.10 -3.41  -0.210
19 C 1.42 2.57 -3.83  -0.170
20 C 1.70 3.44 -2.61  -0.209
21 C 2.94 2.92 -1.89  -0.169
22 C 2.74 1.45 -1.52  -0.210
23 C 0.20 -1.98 -2.19  -0.059
24 C -0.91 -2.26 -1.40  0.000
25 C -0.90 -2.01 -0.03  -0.163
26 N -1.99 -2.22 0.81  -0.106
27 C -3.32 -2.38 0.24  -0.148
28 C -3.67 -3.83 -0.09  -0.187
29 N -3.51 -4.65 1.09  -0.233
30 C -3.91 -6.02 0.86  -0.101
31 C -2.14 -4.56 1.56  -0.178
32 C -1.82 -3.11 1.95  -0.145
33 C -0.83 2.13 2.53  -0.038
34 C -1.03 3.26 1.76  0.003
35 H 1.27 6.46 1.14  0.098
36 H 1.53 5.53 -0.37  0.077
37 H 0.31 6.82 -0.32  0.096
38 H 2.19 4.30 1.52  0.103
39 H 2.51 2.29 2.86  0.124
40 H 1.47 0.62 4.44  0.127
41 H -0.21 0.12 4.17  0.120
42 H -0.76 -0.74 2.13  0.132
43 H 2.30 -0.86 0.20  0.109
44 H 1.17 0.45 -4.28  0.117
45 H 0.39 0.99 -2.76  0.131
46 H 2.25 2.65 -4.53  0.120
47 H 0.50 2.89 -4.33  0.113
48 H 1.84 4.47 -2.91  0.108
49 H 0.84 3.39 -1.93  0.109
50 H 3.13 3.49 -0.98  0.098
51 H 3.80 3.00 -2.55  0.121
52 H 3.64 1.03 -1.07  0.121
53 H 1.91 1.36 -0.80  0.122
54 H 0.19 -2.16 -3.25  0.114
55 H -1.79 -2.67 -1.87  0.101
56 H -3.42 -1.74 -0.64  0.123
57 H -4.03 -2.03 1.00  0.126
58 H -4.71 -3.89 -0.42  0.124
59 H -3.03 -4.20 -0.92  0.116
60 H -4.96 -6.03 0.55  0.084
61 H -3.82 -6.58 1.80  0.084
62 H -3.31 -6.52 0.09  0.089
63 H -2.03 -5.20 2.44  0.123
64 H -1.42 -4.90 0.80  0.133
65 H -0.80 -3.05 2.32  0.119
66 H -2.52 -2.80 2.73  0.128
67 H -1.69 1.54 2.81  0.112
68 H -2.02 3.55 1.44  0.118

The HOMO-LUMO gap comes out at 8.6 eV. Its net charge is 0. The value obtained for the total energy is -1891.21674 a.u.


3.
The ion CF2NO2 with charge -1. Source: the OMol25 dataset; level of theory: wB97M-V/def2-TZVPD.

Each line ends with the Löwdin charge.
Atoms and positions in Å:
1 O 1.28 1.08 0.23  -0.011
2 C 0.76 0.00 0.08  -0.833
3 O 1.06 -1.01 -0.50  -0.006
4 N -0.68 0.06 0.48  0.000
5 F -1.17 1.03 -0.48  -0.087
6 F -1.25 -1.17 0.18  -0.064

The HOMO-LUMO gap comes out at 9.5 eV. Its net charge is -1. The value obtained for the total energy is -443.02310 a.u.


4.
A structure of composition C35H38NP2SSiTb. Source: the OMol25 dataset; level of theory: wB97M-V/def2-TZVPD.

Each line ends with the Löwdin charge.
Atoms and positions in Å:
1 Tb -0.52 -1.16 -0.16  1.319
2 C 3.34 -0.57 1.79  -0.307
3 C 3.48 -1.24 0.42  -0.344
4 P 2.35 -0.62 -0.89  0.980
5 C 2.61 -1.77 -2.29  -0.397
6 C 2.55 -1.34 -3.58  -0.115
7 C 2.58 -2.16 -4.70  -0.056
8 C 2.87 -3.50 -4.51  -0.063
9 C 3.08 -3.97 -3.21  -0.074
10 C 2.98 -3.13 -2.13  -0.105
11 C 3.09 0.99 -1.38  -0.360
12 C 2.28 2.15 -1.45  -0.103
13 C 2.82 3.33 -1.92  -0.086
14 C 4.20 3.53 -1.97  -0.032
15 C 5.04 2.37 -1.75  -0.059
16 C 4.50 1.15 -1.46  -0.090
17 C 2.46 -1.21 2.84  -0.331
18 P 0.69 -0.87 2.53  1.030
19 C -0.09 -0.39 4.09  -0.374
20 C -1.10 0.57 4.26  -0.104
21 C -2.03 0.37 5.24  -0.080
22 C -1.95 -0.61 6.24  -0.043
23 C -0.78 -1.34 6.23  -0.063
24 C 0.12 -1.29 5.14  -0.085
25 C -0.09 -2.48 2.06  -0.393
26 C 0.63 -3.48 1.28  -0.067
27 C 0.05 -4.05 0.16  -0.098
28 C -1.29 -3.87 -0.16  -0.079
29 C -2.10 -3.01 0.69  -0.145
30 C -1.51 -2.42 1.81  -0.186
31 H 2.93 0.45 1.64  0.104
32 H 4.34 -0.37 2.24  0.135
33 H 3.46 -2.34 0.53  0.079
34 H 4.48 -1.00 0.07  0.077
35 H 2.40 -0.28 -3.74  0.109
36 H 2.50 -1.75 -5.73  0.133
37 H 2.71 -4.16 -5.37  0.125
38 H 3.46 -4.99 -3.12  0.117
39 H 3.16 -3.47 -1.07  0.102
40 H 1.20 2.02 -1.29  0.074
41 H 2.19 4.29 -2.01  0.138
42 H 4.65 4.51 -2.33  0.138
43 H 6.10 2.48 -1.88  0.109
44 H 5.19 0.30 -1.28  0.118
45 H 2.71 -0.75 3.83  0.118
46 H 2.61 -2.28 3.00  0.086
47 H -1.18 1.48 3.66  0.105
48 H -2.84 1.13 5.26  0.130
49 H -2.74 -0.70 6.99  0.128
50 H -0.64 -2.17 6.96  0.131
51 H 0.87 -2.08 5.09  0.111
52 H 1.60 -3.70 1.66  0.110
53 H 0.64 -4.66 -0.51  0.127
54 H -1.70 -4.41 -1.03  0.138
55 H -3.19 -2.90 0.63  0.141
56 H -2.12 -1.93 2.58  0.141
57 C -1.97 4.23 -1.05  -0.198
58 Si -3.70 3.45 -0.73  0.583
59 C -4.95 4.36 -1.83  -0.167
60 C -4.37 3.70 1.05  -0.168
61 C -3.54 1.64 -1.27  -0.253
62 C -4.36 1.16 -2.28  -0.027
63 C -4.04 -0.01 -2.98  -0.025
64 C -3.03 -0.81 -2.49  -0.101
65 N -2.34 -0.42 -1.38  -0.185
66 C -2.59 0.77 -0.76  -0.754
67 S -1.40 1.30 0.42  0.576
68 H -2.08 5.17 -1.57  0.018
69 H -1.45 3.57 -1.79  0.033
70 H -1.33 4.41 -0.17  0.026
71 H -5.45 5.07 -1.15  0.041
72 H -5.81 3.78 -2.15  0.025
73 H -4.61 4.94 -2.67  0.033
74 H -4.21 2.82 1.70  0.018
75 H -5.45 3.84 0.95  0.027
76 H -3.92 4.56 1.56  0.041
77 H -5.01 1.90 -2.71  0.094
78 H -4.62 -0.27 -3.84  0.114
79 H -2.84 -1.84 -2.86  0.131

As for the multiplicity: 7. Its expectation value of S² is 12.69. The HOMO-LUMO gap (spin up / spin down) comes out at 6.6 / 6.6 eV. Its net charge is +2. The value obtained for the total energy is -3605.62095 a.u.